{"formula": "C3H5OS", "method": "ωB97M-V/def2-TZVPD", "total_energy_ev": -16075.1729, "homo_ev": -2.50, "charge": -1, "gap_ev": 6.6, "e_above_lowest_kj_mol": 54.11, "species": ["C", "O", "C", "H", "H", "H", "H", "C", "S", "H"], "xyz": [[1.13587, 0.07291, -0.12573], [-1.92777, -1.39214, -0.30042], [-0.33708, 0.38997, -0.40800], [-0.55613, 1.41990, -0.13273], [-1.22289, -0.53925, 1.37220], [1.84149, 0.50597, -0.82236], [1.24891, -0.98897, 0.08982], [-1.21322, -0.60181, 0.27313], [1.61675, 0.84041, 1.52493], [-0.58593, 0.29299, -1.47084]], "forces_ev_per_a": [[-0.0470, 0.7590, 2.3268], [-0.0219, -0.2539, -0.1129], [0.2158, -0.2744, -1.3404], [-0.0142, -0.0126, 0.4073], [0.2040, -0.1998, 0.1535], [-0.1807, -0.4168, -0.5596], [0.2688, -0.1193, -0.8226], [-0.4169, 0.6873, 0.4222], [-0.1108, -0.1058, -0.3002], [0.1028, -0.0637, -0.1742]], "lowdin_charge": [-0.71, 0.00, -0.31, 0.08, 0.11, 0.02, 0.02, -0.31, 0.01, 0.10]}